The following is a DFT calculation (wB97M-V/def2-TZVPD) of a molecular structure, CH3FNOPS at a distorted geometry.

Geometry as XYZ:
```
9
Properties=species:S:1:pos:R:3
C 0.10 -0.07 0.19
N 1.02 -0.92 0.17
O -0.34 0.49 -0.97
F 1.73 0.54 -2.44
P -0.86 0.86 1.59
S 0.33 -0.38 -2.20
H 1.43 -1.08 1.15
H -2.01 0.98 0.63
H -1.39 -0.43 1.88
```

Results
Gap between HOMO and LUMO (alpha / beta) (hartree): 0.26422 / 0.31653
Spin multiplicity: 3
Maximum force (eV Å⁻¹): 3.7
ΔE to the lowest compared entry with this formula, charge and spin (kJ/mol): 58.6
Molar mass (u): 127.080
E_LUMO (alpha / beta) (eV): 0.60 / -1.88
Total energy (eV): -27459.39269

The following is a DFT calculation (wB97M-V/def2-TZVPD) of a molecular structure, C18H15ClIN2O8Pd at a distorted geometry.

Geometry as XYZ:
```
46
Properties=species:S:1:pos:R:3
Pd -0.16 0.27 0.22
O -3.86 -2.18 -5.18
C -2.98 -2.83 -4.64
O -2.58 -3.98 -4.77
C -2.18 -2.02 -3.53
C -0.97 -2.50 -3.05
C -0.30 -1.77 -2.08
N -0.79 -0.65 -1.58
C -1.96 -0.18 -2.04
C -2.68 -0.84 -3.03
C -2.51 1.14 -1.45
O -3.51 1.62 -1.94
O -1.86 1.61 -0.46
H -0.57 -3.43 -3.44
H 0.67 -2.10 -1.69
H -3.60 -0.41 -3.38
N -2.54 0.72 2.19
C -2.26 -0.56 2.38
O -1.50 -1.22 1.68
C -2.90 -1.28 3.56
I -4.89 -0.62 4.05
H -2.12 1.19 1.38
H -3.14 1.24 2.81
H -2.30 -1.13 4.45
H -2.97 -2.34 3.34
C 5.03 5.46 0.44
C 5.28 4.02 0.80
C 6.53 3.45 0.64
C 6.74 2.13 1.00
Cl 8.31 1.42 0.79
C 5.72 1.37 1.54
C 4.46 1.93 1.70
C 4.23 3.25 1.32
O 3.04 3.89 1.45
C 1.97 3.25 2.10
C 1.38 2.01 1.40
O 1.76 1.68 0.26
O 0.52 1.38 2.06
H 5.89 5.88 -0.07
H 4.85 6.03 1.35
H 4.15 5.54 -0.18
H 7.34 4.03 0.25
H 5.89 0.34 1.82
H 3.67 1.32 2.09
H 1.17 3.99 2.13
H 2.24 2.97 3.12
```

Results
Gap between HOMO and LUMO (alpha / beta) (hartree): 0.20614 / 0.20595
Maximum force (eV Å⁻¹): 2.1
ΔE to the lowest compared entry with this formula, charge and spin (kJ/mol): 8.7
Molar mass (u): 656.101
E_LUMO (alpha / beta) (eV): 0.11 / 0.11
Net charge: -1
Total energy (eV): -62375.27841

The following is a DFT calculation (wB97M-V/def2-TZVPD) of a molecular structure, C16H38ClNPSnTl at a distorted geometry.

Geometry as XYZ:
```
59
Properties=species:S:1:pos:R:3
Tl -2.79 -2.76 -4.84
Cl -2.88 -1.62 -2.51
C -2.50 -4.78 -5.39
C -3.38 -1.32 -6.31
H -2.43 -4.77 -6.48
H -1.55 -5.11 -4.95
H -3.37 -5.35 -5.08
H -3.18 -1.76 -7.27
H -2.74 -0.43 -6.15
H -4.44 -1.12 -6.18
Sn -0.31 -1.27 -1.39
C -0.68 -3.33 -0.84
C 1.48 -0.94 -2.39
H -0.53 -3.98 -1.72
H -0.04 -3.60 0.02
H -1.73 -3.40 -0.56
H 1.67 -0.05 -3.01
H 2.32 -1.66 -2.33
C 2.90 1.80 2.18
C 2.26 1.07 1.00
C 2.46 1.83 -0.32
C 2.97 -0.26 0.71
P 0.48 0.75 1.29
N -0.05 -0.48 0.43
C 0.21 0.11 3.01
C 0.24 1.23 4.05
C -1.14 -0.62 3.06
C 1.26 -0.97 3.29
C -0.55 2.20 0.87
C -2.00 1.90 1.28
C -0.02 3.47 1.55
C -0.57 2.38 -0.66
H 3.93 2.06 1.88
H 2.93 1.20 3.10
H 2.41 2.75 2.40
H 3.54 1.96 -0.47
H 2.09 1.22 -1.16
H 2.05 2.85 -0.30
H 2.50 -0.70 -0.19
H 4.04 -0.06 0.49
H 2.93 -0.94 1.54
H -0.59 1.94 3.94
H 0.17 0.74 5.03
H 1.19 1.78 4.03
H -1.20 -1.32 2.22
H -1.22 -1.17 4.01
H -1.98 0.06 2.97
H 1.28 -1.69 2.47
H 0.97 -1.52 4.20
H 2.28 -0.57 3.41
H -2.15 1.91 2.36
H -2.64 2.65 0.80
H -2.31 0.91 0.89
H 0.97 3.78 1.20
H -0.75 4.26 1.31
H -0.04 3.38 2.64
H 0.39 2.68 -1.08
H -0.88 1.46 -1.16
H -1.30 3.17 -0.89
```

Results
Gap between HOMO and LUMO (alpha / beta) (hartree): 0.07737 / 0.10910
Maximum force (eV Å⁻¹): 6.1
Molar mass (u): 634.008
E_LUMO (alpha / beta) (eV): 4.13 / 4.14
Net charge: -2
Total energy (eV): -51027.99515

The following is a DFT calculation (wB97M-V/def2-TZVPD) of a molecular structure, C21H9Cl5F2NSTeZn.

Geometry as XYZ:
```
41
Properties=species:S:1:pos:R:3
Zn 0.16 0.38 0.28
F -5.05 -1.48 0.30
C -3.93 -1.10 -0.37
C -2.82 -0.67 0.32
C -1.67 -0.29 -0.35
C -1.68 -0.35 -1.76
C -2.83 -0.78 -2.42
F -2.89 -0.80 -3.78
C -3.97 -1.16 -1.75
C -0.50 0.16 -2.50
C -0.12 -0.28 -3.77
C 0.93 0.36 -4.41
C 1.57 1.42 -3.79
C 1.18 1.74 -2.50
N 0.19 1.12 -1.87
H -2.87 -0.62 1.41
H -4.85 -1.49 -2.28
H -0.62 -1.12 -4.22
H 1.23 0.04 -5.40
H 2.36 1.96 -4.28
H 1.66 2.54 -1.95
Cl 3.47 1.40 -0.15
C 3.23 -0.29 0.16
C 1.94 -0.82 0.05
C 1.88 -2.20 0.19
Cl 0.33 -2.96 -0.04
C 2.97 -3.01 0.48
Cl 2.80 -4.72 0.65
C 4.22 -2.43 0.64
Cl 5.59 -3.39 1.05
C 4.36 -1.06 0.44
Cl 5.92 -0.33 0.55
Te 0.80 2.23 2.02
C -0.65 2.12 3.53
C -0.80 2.99 4.57
C -1.83 2.61 5.48
C -2.44 1.45 5.13
S -1.77 0.82 3.68
H -0.19 3.87 4.68
H -2.09 3.19 6.36
H -3.26 0.94 5.62
```

Results
Gap between HOMO and LUMO (hartree): 0.24644
Maximum force (eV Å⁻¹): 0.4
ΔE to the lowest compared entry with this formula, charge and spin (kJ/mol): 46.6
Molar mass (u): 715.628
E_LUMO (eV): 2.51
Net charge: -1
Total energy (eV): -158009.31795

The following is a DFT calculation (wB97M-V/def2-TZVPD) of a molecular structure, C17H19BCaN6O2 at a distorted geometry.

Geometry as XYZ:
```
46
Properties=species:S:1:pos:R:3
H -0.41 -3.05 0.40
N 0.19 -1.57 -1.15
B 0.25 -0.39 -3.45
N 0.01 -1.65 -2.52
C -0.43 -2.87 -2.89
Ca 1.14 0.47 0.03
H -0.61 -3.08 -3.92
C -0.54 -3.64 -1.73
H -0.87 -4.68 -1.71
C 0.00 -2.86 -0.61
H 0.14 -0.64 -4.63
C 1.01 2.87 0.18
H 1.63 3.19 1.01
H -0.03 3.11 0.34
H 1.44 3.30 -0.73
N 1.64 0.16 -3.07
N -0.80 0.65 -2.94
N 2.00 0.42 -1.74
N -0.73 1.03 -1.61
C 2.68 0.41 -3.89
C -1.88 1.20 -3.52
H 2.54 0.28 -4.96
H -2.12 0.97 -4.55
C 3.78 0.83 -3.12
C -2.53 1.99 -2.56
C 3.33 0.80 -1.80
C -1.77 1.85 -1.39
H 4.75 1.13 -3.49
H -3.42 2.57 -2.69
H 3.88 1.01 -0.90
H -1.90 2.29 -0.41
H 1.12 -2.16 -0.21
O -0.73 0.76 1.66
C -0.15 -0.05 2.40
O 0.92 -0.68 2.11
C -0.73 -0.28 3.74
C -0.37 -1.36 4.54
C -0.69 -1.38 5.90
C -1.48 -0.34 6.43
C -2.01 0.64 5.58
C -1.67 0.64 4.22
H 0.20 -2.18 4.07
H -0.29 -2.18 6.53
H -1.73 -0.34 7.50
H -2.67 1.42 5.99
H -2.12 1.38 3.55
```

Results
Gap between HOMO and LUMO (hartree): 0.13885
Maximum force (eV Å⁻¹): 8.1
ΔE to the lowest compared entry with this formula, charge and spin (kJ/mol): 525.2
Molar mass (u): 390.269
E_LUMO (eV): -1.71
Total energy (eV): -50085.42147

The following is a DFT calculation (wB97M-V/def2-TZVPD) of a molecular structure, C13H7F2N2NiO14S2 at a distorted geometry.

Geometry as XYZ:
```
41
Properties=species:S:1:pos:R:3
Ni -0.36 -0.17 -0.34
C 3.45 -0.24 -1.88
C 2.10 -0.22 -1.53
C 1.07 0.20 -2.64
O -0.11 0.45 -2.24
C 1.54 0.62 -3.89
C 2.91 0.60 -4.20
C 3.88 0.08 -3.17
O 5.11 -0.07 -3.45
O 3.32 1.10 -5.28
O 1.62 -0.38 -0.36
H 4.15 -0.67 -1.18
H 0.89 1.09 -4.61
C 0.45 3.24 1.74
C 1.27 3.23 2.97
C 1.55 1.86 3.67
O 2.38 1.72 4.56
C 0.76 0.71 3.26
C -0.01 0.82 2.13
C -0.14 2.07 1.33
O -0.66 2.04 0.16
O -0.55 -0.28 1.69
O 1.80 4.24 3.43
H 0.24 4.15 1.19
H 0.71 -0.16 3.89
N -0.95 -1.99 -0.67
S -2.02 -2.58 -1.66
O -3.26 -3.14 -1.20
O -1.43 -3.22 -2.80
F -2.60 -1.22 -2.25
S -0.60 -3.59 -0.10
O 0.36 -4.37 -0.82
O -1.60 -4.29 0.66
F 0.32 -3.00 1.09
C -3.70 0.62 2.29
N -3.62 -0.36 1.18
O -4.23 -1.42 1.22
O -2.94 -0.02 0.25
H -4.73 0.86 2.55
H -3.20 1.53 1.94
H -3.14 0.16 3.10
```

Results
Gap between HOMO and LUMO (alpha / beta) (hartree): 0.22093 / 0.22036
Spin multiplicity: 3
Maximum force (eV Å⁻¹): 6.7
ΔE to the lowest compared entry with this formula, charge and spin (kJ/mol): 19.4
Molar mass (u): 576.022
E_LUMO (alpha / beta) (eV): 6.33 / 6.32
Net charge: -3
Total energy (eV): -113383.45284

The following is a DFT calculation (wB97M-V/def2-TZVPD) of 2 unconnected molecules or ions with the total composition C3H3NO at a distorted geometry.

Geometry as XYZ:
```
8
Properties=species:S:1:pos:R:3
C 0.53 -0.27 0.21
C 1.90 -0.27 0.01
C -1.50 0.32 -0.14
N 1.17 -1.17 0.85
O 2.88 0.18 -0.36
H -2.17 -0.46 -0.39
H -1.13 0.89 -0.98
H -1.68 0.78 0.79
```

Results
Gap between HOMO and LUMO (hartree): 0.33374
Maximum force (eV Å⁻¹): 5.2
ΔE to the lowest compared entry with this formula, charge and spin (kJ/mol): 387.1
Molar mass (u): 69.063
E_LUMO (eV): 0.12
Total energy (eV): -6692.48038

The following is a DFT calculation (wB97M-V/def2-TZVPD) of 2 unconnected molecules or ions with the total composition C3H9NO2S.

Geometry as XYZ:
```
16
Properties=species:S:1:pos:R:3
O 0.15 -2.50 0.81
C 0.62 -1.77 -0.04
N 0.60 -0.42 0.05
C 0.60 0.50 -1.07
C 0.14 1.89 -0.63
S 1.29 3.22 -1.11
H 1.14 -2.19 -0.91
H 0.05 -0.07 0.83
H -0.12 0.16 -1.82
H 1.57 0.57 -1.57
H 0.04 1.99 0.44
H -0.83 2.11 -1.08
H 0.42 3.84 -1.92
H -1.75 -2.16 1.96
H -1.95 -3.05 3.18
O -1.96 -2.13 2.90
```

Results
Gap between HOMO and LUMO (hartree): 0.37366
Maximum force (eV Å⁻¹): 0.7
Structure (SMILES): O=CNCCS.O
ΔE to the lowest compared entry with this formula, charge and spin (kJ/mol): 130.4
Molar mass (u): 123.177
E_LUMO (eV): 0.59
Total energy (eV): -19677.06184

The following is a DFT calculation (wB97M-V/def2-TZVPD) of C5H6O2 in the gas phase.

Geometry as XYZ:
```
13
Properties=species:S:1:pos:R:3
O 1.68 1.16 -1.16
C 1.69 -0.05 -0.43
C 0.32 -0.32 0.08
C -0.62 0.57 0.80
C -1.73 -0.49 0.77
C -0.80 -0.93 -0.36
O -0.66 1.78 0.80
H 1.18 1.80 -0.63
H 2.41 -0.02 0.41
H 2.02 -0.85 -1.11
H -2.74 -0.11 0.59
H -1.73 -1.22 1.58
H -1.02 -1.32 -1.35
```

Results
Gap between HOMO and LUMO (hartree): 0.38329
Maximum force (eV Å⁻¹): 0.7
ΔE to the lowest compared entry with this formula, charge and spin (kJ/mol): 218.4
Molar mass (u): 98.101
E_LUMO (eV): 0.71
Total energy (eV): -9374.83200

The following is a DFT calculation (wB97M-V/def2-TZVPD) of a molecular structure, C34H49F4N4O3PSn.

Geometry as XYZ:
```
96
Properties=species:S:1:pos:R:3
Sn 1.11 0.27 -0.56
C 0.18 2.92 2.56
N 0.22 3.26 1.17
C 1.44 3.92 0.72
C -0.99 3.75 0.60
C -2.14 2.72 0.61
N -1.72 1.40 0.94
C -2.56 0.42 1.12
C -1.99 -0.81 1.62
F -0.72 -0.82 1.94
C -2.75 -1.95 1.77
F -2.20 -3.05 2.24
C -4.09 -1.93 1.42
C -4.69 -0.77 0.93
F -5.96 -0.78 0.59
C -3.97 0.39 0.81
F -4.55 1.47 0.35
H 0.11 3.81 3.20
H 1.08 2.36 2.83
H -0.69 2.29 2.77
H 1.51 4.95 1.08
H 1.47 3.93 -0.37
H 2.30 3.37 1.09
H -0.78 4.05 -0.43
H -1.37 4.64 1.12
H -2.60 2.73 -0.38
H -2.95 3.01 1.29
H -4.69 -2.83 1.53
O 2.27 -0.97 -1.88
N 2.75 -2.08 -1.45
N 2.45 -2.35 -0.25
O 1.77 -1.50 0.49
C 2.87 -3.59 0.34
C 2.83 -3.70 1.72
C 3.27 -4.89 2.30
C 3.72 -5.93 1.50
C 3.73 -5.80 0.12
C 3.30 -4.62 -0.48
H 2.47 -2.88 2.33
H 3.26 -4.99 3.37
H 4.05 -6.85 1.96
H 4.07 -6.61 -0.50
H 3.30 -4.51 -1.55
O -0.41 0.02 -2.08
P -1.25 -0.98 -2.94
C -1.90 -2.18 -1.71
C -0.80 -3.10 -1.16
C -0.64 -4.40 -1.94
C -1.97 -5.14 -2.04
C -3.04 -4.28 -2.71
C -3.21 -2.96 -1.96
C -0.07 -1.66 -4.16
C -0.52 -2.72 -5.19
C -1.01 -2.17 -6.52
C -0.08 -1.11 -7.10
C 0.15 0.01 -6.09
C 0.77 -0.55 -4.81
C -2.63 -0.01 -3.60
C -3.40 0.65 -2.44
C -4.44 1.64 -2.95
C -5.21 1.10 -4.17
C -5.06 -0.41 -4.30
C -3.59 -0.76 -4.55
H -2.14 -1.44 -0.93
H -1.04 -3.35 -0.12
H 0.15 -2.56 -1.13
H 0.10 -5.03 -1.44
H -0.26 -4.20 -2.94
H -2.31 -5.41 -1.03
H -1.84 -6.08 -2.59
H -3.99 -4.80 -2.73
H -2.77 -4.09 -3.75
H -3.62 -3.19 -0.97
H -3.95 -2.33 -2.45
H 0.60 -2.17 -3.44
H -1.28 -3.38 -4.77
H 0.35 -3.34 -5.38
H -2.01 -1.74 -6.41
H -1.12 -3.00 -7.22
H -0.50 -0.71 -8.02
H 0.88 -1.56 -7.37
H -0.80 0.51 -5.88
H 0.82 0.76 -6.51
H 0.98 0.24 -4.10
H 1.73 -1.00 -5.07
H -2.13 0.80 -4.15
H -2.68 1.15 -1.78
H -3.89 -0.13 -1.85
H -3.95 2.58 -3.20
H -5.14 1.87 -2.14
H -4.83 1.57 -5.08
H -6.26 1.38 -4.10
H -5.66 -0.78 -5.13
H -5.43 -0.90 -3.40
H -3.35 -0.47 -5.58
H -3.44 -1.85 -4.50
```

Results
Gap between HOMO and LUMO (alpha / beta) (hartree): 0.15549 / 0.15552
Maximum force (eV Å⁻¹): 0.6
ΔE to the lowest compared entry with this formula, charge and spin (kJ/mol): 287.1
Molar mass (u): 787.468
E_LUMO (alpha / beta) (eV): -9.44 / -9.44
Net charge: +2
Total energy (eV): -74128.91539

The following is a DFT calculation (wB97M-V/def2-TZVPD) of 2 unconnected molecules or ions with the total composition C2H8N3 at a distorted geometry.

Geometry as XYZ:
```
13
Properties=species:S:1:pos:R:3
C -0.91 0.11 0.25
C -0.39 2.46 -0.26
N -0.82 1.12 -0.24
N -1.21 -1.13 0.48
N 1.46 -1.87 -0.02
H 0.55 2.51 -0.95
H -0.13 2.69 0.81
H -1.25 2.98 -0.68
H -0.41 -1.65 0.24
H -2.14 -1.44 0.49
H 1.96 -0.99 -0.08
H 1.66 -2.41 0.80
H 1.63 -2.36 -0.84
```

Results
Gap between HOMO and LUMO (hartree): 0.40620
Maximum force (eV Å⁻¹): 4.1
ΔE to the lowest compared entry with this formula, charge and spin (kJ/mol): 233.1
Molar mass (u): 74.107
E_LUMO (eV): -3.83
Net charge: +1
Total energy (eV): -6666.21270

The following is a DFT calculation (wB97M-V/def2-TZVPD) of a molecular structure, C10H32O7V at a distorted geometry.

Geometry as XYZ:
```
50
Properties=species:S:1:pos:R:3
V 0.41 0.31 -0.19
O -0.67 -0.12 1.53
H -1.06 -0.39 2.38
O 1.81 0.84 -1.68
H 1.82 1.50 -2.40
C 2.19 -3.68 -1.59
C 1.86 -3.12 -0.20
O 1.80 -1.70 -0.25
H 1.39 -3.52 -2.31
H 2.58 -4.68 -1.79
H 2.86 -3.02 -2.13
H 2.42 -3.55 0.63
H 0.81 -3.27 0.03
H 2.61 -1.51 -0.73
C -3.60 1.22 2.76
C -3.58 1.40 1.22
O -3.11 0.31 0.49
H -4.32 0.43 2.97
H -3.93 2.13 3.26
H -2.62 1.06 3.23
H -2.97 2.24 0.89
H -4.60 1.72 1.02
H -2.30 0.03 0.92
C 0.53 3.90 -0.51
C -0.58 3.50 -1.37
O -0.65 2.05 -1.29
H 0.69 4.97 -0.56
H 1.54 3.52 -0.69
H 0.38 3.69 0.55
H -0.73 3.63 -2.45
H -1.53 3.92 -1.05
H -1.22 1.74 -1.99
C 3.25 -0.38 2.55
C 2.39 0.84 2.48
O 2.13 1.26 1.14
H 2.71 -1.31 2.34
H 3.72 -0.52 3.52
H 4.16 -0.35 1.96
H 2.99 1.68 2.81
H 1.48 0.81 3.07
H 2.95 1.53 0.72
C -1.83 -2.93 -1.96
C -1.74 -1.54 -2.37
O -0.57 -1.06 -1.69
H -2.42 -3.46 -2.71
H -2.47 -2.95 -1.08
H -0.87 -3.36 -1.65
H -2.61 -0.93 -2.11
H -1.60 -1.55 -3.45
H 0.11 -1.33 -2.30
```

Results
Gap between HOMO and LUMO (alpha / beta) (hartree): 0.29292 / 0.14306
Spin multiplicity: 5
Maximum force (eV Å⁻¹): 2.9
Molar mass (u): 315.303
E_LUMO (alpha / beta) (eV): -3.05 / -7.73
Net charge: +1
Total energy (eV): -50898.89112